1) A gas-phase ion, C5H12N2O (charge +1). Source: the Open Molecules 2025 dataset; level of theory: the ωB97M-V functional and the def2-TZVPD basis.

Summary:
- net charge = +1
- <S²> = 0.759
- E_LUMO (spin up / spin down) (eV) = -3.3 / -8.0
- Kohn-Sham gap (spin up / spin down) (eV) = 10.801 / 5.614
- spin multiplicity = 2

Each line ends with the Mulliken spin population.
CARTESIAN COORDINATES (ANGSTROEM)
H 0.5206 1.7954 -1.8491  0.044
N 0.1559 0.6373 -0.1359  0.618
H 0.1327 -1.6120 -0.9275  -0.003
C 1.6154 0.9068 1.9294  -0.004
C -0.9076 -1.3661 -1.0688  0.050
H -1.1202 -2.9233 0.2227  -0.003
H 1.0715 0.1593 -1.9534  0.032
H -1.2304 -1.3046 -2.1141  0.019
H -1.7517 0.7260 -1.0291  0.021
N -1.6760 -2.4511 -0.4836  0.120
C -1.1232 0.0400 -0.4368  0.037
C 0.3031 1.0720 1.2612  -0.054
H -2.5541 -2.2545 -0.0151  0.000
H 1.7346 1.7313 2.6596  0.001
H 1.9134 1.5034 -0.9559  0.005
H -1.6627 -0.0782 0.5191  0.002
O -0.6319 1.5353 1.8408  0.120
H 1.7504 0.0026 2.5149  -0.002
H 2.4795 0.8837 1.2691  -0.001
C 0.9807 0.9967 -1.2474  -0.002

2) 2 unconnected molecules or ions with the total composition C5H12N2O. Source: the Open Molecules 2025 dataset; level of theory: the ωB97M-V functional and the def2-TZVPD basis.

Summary:
- net charge = +1
- <S²> = 0.763
- E_LUMO (spin up / spin down) (eV) = -4.1 / -8.2
- Kohn-Sham gap (spin up / spin down) (eV) = 8.951 / 4.836
- spin multiplicity = 2

Each line ends with the Mulliken spin population.
CARTESIAN COORDINATES (ANGSTROEM)
O -0.2181 -2.2782 -1.3929  0.009
C 1.4894 1.6427 -0.4715  0.337
C 0.9001 1.8612 -1.8274  0.005
C -1.8325 -2.6342 0.8631  0.000
H -0.3015 -0.2175 -1.1607  -0.007
H 2.3309 1.2312 2.0366  -0.014
N -1.4191 -1.3422 0.3068  0.002
H 0.8843 0.9838 -2.4867  0.048
H 2.5777 1.6534 -0.4291  0.011
H -2.4203 -3.2322 0.1240  0.000
H -0.1660 2.1154 -1.6972  0.004
H -0.9166 -3.2162 1.1340  0.000
H 0.8834 1.4876 2.7390  -0.001
H -0.2856 1.0194 0.6155  0.011
C 0.8034 1.2682 0.6282  0.193
C -0.5830 -1.2532 -0.7981  0.011
N 1.3549 1.0491 1.9543  0.377
H -2.4935 -2.3679 1.7280  0.000
H -1.9542 -0.5175 0.4528  0.000
H 1.3663 2.7469 -2.3185  0.016

Energies relative to the most stable structure are 1) 0.000; 2) 0.215, reported in eV.

1) 2 unconnected molecules or ions with the total composition CH4FNO2. Source: the Open Molecules 2025 dataset; level of theory: the ωB97M-V functional and the def2-TZVPD basis.

Summary:
- E_LUMO (eV) = 0.3
- SMILES = NC(=O)O.F
- Kohn-Sham gap (eV) = 11.301

Each line ends with the Mulliken charge.
CARTESIAN COORDINATES (ANGSTROEM)
F -0.9945 -2.2424 -2.1336  -0.439
H 0.3700 -1.2766 0.7229  0.240
N 0.4232 -0.2553 0.9093  -0.368
H 0.1323 2.5623 -0.6268  0.375
C -0.0800 0.5522 -0.0808  0.703
H 0.7544 0.1734 1.7095  0.202
H -1.0158 -1.3367 -1.8731  0.457
O -0.7766 0.1182 -0.9961  -0.659
O 0.3147 1.8241 0.0150  -0.512

2) 2 unconnected molecules or ions with the total composition CH4FNO2. Source: the Open Molecules 2025 dataset; level of theory: the ωB97M-V functional and the def2-TZVPD basis.

Summary:
- E_LUMO (eV) = 0.1
- Kohn-Sham gap (eV) = 11.140

Each line ends with the Mulliken charge.
CARTESIAN COORDINATES (ANGSTROEM)
H -0.7274 1.6633 0.4225  0.312
N 0.8062 -0.5177 0.4311  -0.389
O -0.5263 1.2778 -0.4598  -0.485
C -0.1509 -0.0263 -0.4488  0.305
F 1.9808 0.1294 0.1557  -0.135
H -0.7473 -1.5993 0.0652  0.324
H 0.4617 0.1254 1.6238  0.290
H 0.1715 -0.1675 -1.5436  0.234
O -1.2683 -0.8853 -0.2461  -0.457

Energies relative to the most stable structure are 1) 0.000; 2) 4.942, reported in eV.

1) 2 unconnected molecules or ions with the total composition H2N4O. Source: the Open Molecules 2025 dataset; level of theory: the ωB97M-V functional and the def2-TZVPD basis.

Summary:
- E_LUMO (eV) = 0.8
- Kohn-Sham gap (eV) = 9.267

Each line ends with the Mulliken charge.
CARTESIAN COORDINATES (ANGSTROEM)
O -0.9770 -0.0319 -1.9730  -0.504
N -0.3467 0.7041 0.3576  -0.388
H -0.3664 0.9097 2.3792  0.233
H 1.0512 0.1260 1.6886  0.237
N 0.0528 0.5290 1.4981  -0.079
N -0.1427 -0.7837 -2.0035  0.844
N 0.7288 -1.4532 -1.9470  -0.342

2) 2 unconnected molecules or ions with the total composition H2N4O. Source: the Open Molecules 2025 dataset; level of theory: the ωB97M-V functional and the def2-TZVPD basis.

Summary:
- E_LUMO (eV) = 0.9
- Kohn-Sham gap (eV) = 9.163

Each line ends with the Mulliken charge.
CARTESIAN COORDINATES (ANGSTROEM)
N 0.5945 0.0944 -0.2820  0.022
H 0.2299 0.3171 -1.1568  0.209
H 1.3626 0.6477 0.0595  0.241
N 2.7134 -3.0139 -1.0520  0.777
N 2.0553 -3.5244 -1.7687  -0.288
O 3.3348 -2.5133 -0.2042  -0.497
N 0.2865 -0.8765 0.4005  -0.465

Energies relative to the most stable structure are 1) 0.178; 2) 0.000, reported in eV.

1) A gas-phase ion, C5H13N2O (charge -1). Source: the Open Molecules 2025 dataset; level of theory: the ωB97M-V functional and the def2-TZVPD basis.

Summary:
- net charge = -1
- E_LUMO (eV) = 3.9
- SMILES = CN[C@@H](C[O-])CCN
- Kohn-Sham gap (eV) = 6.330

Each line ends with the Mulliken charge.
CARTESIAN COORDINATES (ANGSTROEM)
C 2.4545 -1.0292 -1.0011  -1.015
H -1.8312 -1.4199 1.6280  0.296
H 2.0247 -2.0294 -0.8564  0.284
H -1.2578 0.1385 1.9313  0.205
N -2.8994 0.3548 0.7636  -0.585
H 3.2863 -0.5701 -0.3984  0.326
H 1.7565 0.8501 -1.4568  0.260
H -0.4545 -1.7698 -0.0923  0.140
O 1.2042 2.4470 -0.5006  -0.928
H 2.9075 -1.1224 -2.0065  0.351
C -0.7573 -0.7038 -0.0669  -0.841
N 1.3913 -0.0467 -1.1340  -0.350
H -2.9358 0.5679 -0.2278  0.243
C 0.3608 1.8243 0.3159  -0.106
H 1.0690 -0.4051 0.8701  0.145
H 0.4829 1.9798 1.3936  0.175
C -1.7255 -0.4502 1.0826  -0.376
H -3.8249 -0.0397 0.9185  0.195
H -1.1254 -0.5464 -1.1077  0.426
H -0.6867 1.8899 -0.0744  0.118
C 0.5611 0.0802 0.0194  0.036

2) A gas-phase ion, C5H13N2O (charge -1). Source: the Open Molecules 2025 dataset; level of theory: the ωB97M-V functional and the def2-TZVPD basis.

Summary:
- net charge = -1
- E_LUMO (eV) = 3.6
- SMILES = CNCC[C@@H](N)C[O-]
- Kohn-Sham gap (eV) = 6.257

Each line ends with the Mulliken charge.
CARTESIAN COORDINATES (ANGSTROEM)
H 0.0510 -2.0489 0.7391  0.349
C -0.8868 -0.8239 -0.7284  -0.522
H -0.3005 1.0554 -1.1040  0.225
C 0.5204 -0.0944 1.3063  0.416
O 1.8820 1.7522 2.0585  -0.907
H 2.4312 0.5457 0.4891  0.143
C 1.5512 1.0529 0.9626  -0.341
H -2.1764 -0.1598 -2.9729  0.300
C -1.8336 0.6722 -2.3527  -0.968
N 1.0379 -0.7672 2.5064  -0.911
C 0.2977 -1.1331 0.1940  -0.984
H -2.6596 0.9617 -1.6883  0.311
H -0.3868 0.4385 1.6028  0.175
H 1.4431 0.0289 2.9941  0.367
H -1.1370 -1.7429 -1.2756  0.383
H 1.0631 1.6631 0.1599  0.110
H -1.7579 -0.6319 -0.0774  0.337
H -1.6124 1.5075 -3.0177  0.341
N -0.6172 0.2581 -1.6550  -0.380
H 1.2289 -1.2433 -0.3641  0.284
H 1.8616 -1.2904 2.2234  0.271

Energies relative to the most stable structure are 1) 1.461; 2) 0.000, reported in eV.

1) 2 unconnected molecules or ions with the total composition CHF2O3S. Source: the Open Molecules 2025 dataset; level of theory: the ωB97M-V functional and the def2-TZVPD basis.

Summary:
- net charge = -1
- E_LUMO (spin up / spin down) (eV) = 3.7 / 2.4
- Kohn-Sham gap (spin up / spin down) (eV) = 9.043 / 5.959

Each line ends with the Mulliken charge.
CARTESIAN COORDINATES (ANGSTROEM)
O -1.8563 -0.0039 1.2488  -0.530
O -2.6154 -0.0830 -1.1039  -0.545
F 1.7768 -0.1131 -1.1019  -0.213
O -4.3268 0.2126 0.6849  -0.537
H -0.0021 -0.8053 -0.2628  0.190
F 1.1714 0.1083 1.0612  -0.184
C 1.0773 -0.7471 -0.0636  0.189
S -2.9051 0.3856 0.2627  0.629

2) A molecular structure, CHF2O3S. Source: the Open Molecules 2025 dataset; level of theory: the ωB97M-V functional and the def2-TZVPD basis.

Summary:
- net charge = -1
- E_LUMO (eV) = 4.1
- Kohn-Sham gap (eV) = 8.418

Each line ends with the Mulliken charge.
CARTESIAN COORDINATES (ANGSTROEM)
O -0.4906 -1.1395 -0.2627  -0.491
F 1.7070 -0.1861 -1.1039  -0.241
S -1.8027 0.1185 0.0470  0.515
H 0.6981 0.6902 0.2936  0.189
C 1.0163 -0.2333 0.0668  0.416
F 1.7755 -0.9095 0.9860  -0.240
O -1.5697 0.8574 -1.2440  -0.582
O -1.3338 0.8025 1.2172  -0.566

Energies relative to the most stable structure are 1) 1.309; 2) 0.000, reported in eV.

1) 2 unconnected molecules or ions with the total composition CH5NO3. Source: the Open Molecules 2025 dataset; level of theory: the ωB97M-V functional and the def2-TZVPD basis.

Summary:
- E_LUMO (eV) = 0.5
- SMILES = NC(=O)O.O
- Kohn-Sham gap (eV) = 10.710

Each line ends with the Mulliken charge.
CARTESIAN COORDINATES (ANGSTROEM)
N 1.1618 1.9633 0.2037  -0.427
O -0.9817 1.0197 -0.1152  -0.486
O -1.1099 -2.0891 -0.6776  -0.655
H 0.0544 -1.1987 0.4847  0.409
C 0.1591 0.9184 0.2384  0.546
H 0.8999 2.8709 0.5248  0.248
O 0.5935 -0.3544 0.8881  -0.528
H -0.8050 -2.8250 -1.3076  0.320
H -2.1182 -1.9351 -0.7061  0.322
H 2.1461 1.6298 0.4669  0.251

2) 2 unconnected molecules or ions with the total composition CH5NO3. Source: the Open Molecules 2025 dataset; level of theory: the ωB97M-V functional and the def2-TZVPD basis.

Summary:
- E_LUMO (eV) = 0.7
- SMILES = NC(=O)O.O
- Kohn-Sham gap (eV) = 11.127

Each line ends with the Mulliken charge.
CARTESIAN COORDINATES (ANGSTROEM)
O -0.2735 -0.9053 1.3404  -0.565
N -0.4661 -0.3899 -0.8942  -0.348
H 0.5083 -0.1839 -1.0454  0.274
H -2.5736 -0.8996 1.2186  0.330
C -0.9133 -0.6300 0.3617  0.595
O -2.2844 -0.5218 0.3768  -0.489
H -1.1374 -0.1617 -1.5920  0.206
H 1.7464 1.6498 0.2992  0.319
O 2.2676 1.0552 -0.2451  -0.635
H 3.1261 0.9872 0.1800  0.312

Energies relative to the most stable structure are 1) 1.143; 2) 0.000, reported in eV.